Record 1
29
Properties=species:S:1:pos:R:3:lowdin_charge:R:1 method="wB97M-V/def2-TZVPD" smiles="CC[C@@H](C)CC(=O)O.O.O.O" lumo_ev=0.33 total_energy_ev=-16751.5596 orbital_gap_ev=11.447 homo_ev=-11.12
O -0.145 0.651 -2.282 0.10
C -0.531 0.838 -1.162 -0.50
O -1.604 1.599 -0.854 0.11
C 0.069 0.268 0.093 -0.07
C 0.324 -1.262 0.035 -0.34
C -0.805 -2.024 0.741 -0.08
C 1.738 -1.556 0.551 -0.22
C 1.935 -2.977 1.052 -0.12
H -1.910 2.142 -1.594 0.13
H -0.462 0.510 0.997 0.09
H 1.036 0.765 0.152 0.14
H 0.232 -1.581 -1.004 0.14
H -0.827 -2.046 1.826 0.09
H -1.760 -1.853 0.243 0.09
H -0.632 -3.068 0.449 0.08
H 2.442 -1.316 -0.248 0.12
H 2.095 -0.906 1.358 0.12
H 1.952 -3.738 0.263 0.08
H 2.949 -3.151 1.432 0.07
H 1.271 -3.317 1.841 0.07
H -2.437 -0.205 1.507 -0.01
H -2.941 -1.325 2.342 0.02
O -3.116 -0.411 2.150 -0.04
H 2.573 0.512 -3.228 0.03
H 1.655 1.534 -2.680 0.00
O 2.596 1.407 -2.873 -0.07
H -0.513 2.241 1.730 -0.01
H -0.786 3.773 1.586 0.04
O -0.331 3.105 2.097 -0.04



Record 2
89
Properties=species:S:1:pos:R:3:mulliken_spin:R:1 method="wB97M-V/def2-TZVPD" lumo_ev="-0.05 / -0.02" spin_multiplicity=6 total_energy_ev=-105176.9090 orbital_gap_ev="6.256 / 6.285" homo_ev="-6.30 / -6.31"
C -3.273 1.485 -2.368 0.00
C -2.209 2.391 -2.897 0.00
H -3.903 2.015 -1.638 0.00
H -2.827 0.588 -1.901 0.00
H -3.929 1.136 -3.185 0.00
C -2.562 3.516 -3.558 0.00
C -3.889 4.205 -3.475 0.00
H -1.899 3.956 -4.306 0.00
H -4.286 4.210 -2.441 0.00
H -4.664 3.763 -4.138 0.00
H -3.744 5.254 -3.798 0.00
Sm -0.194 -0.811 -0.283 5.08
Cl 0.320 -1.338 -2.729 -0.02
C 2.957 -1.425 -0.539 0.00
O 1.987 -1.047 0.190 -0.01
N 4.177 -0.925 -0.407 0.00
C 4.441 0.023 0.678 0.00
C 5.176 -1.064 -1.480 0.00
H 2.839 -2.148 -1.366 0.00
H 4.210 -0.450 1.643 0.00
H 3.826 0.933 0.578 0.00
H 5.505 0.276 0.620 0.00
H 5.222 -2.124 -1.781 0.00
H 6.153 -0.725 -1.081 0.00
H 4.902 -0.462 -2.365 0.00
H 2.238 -2.362 4.508 0.00
H 2.141 -5.441 4.134 0.00
C 1.181 -2.662 4.625 0.00
C 1.086 -5.139 4.290 0.00
N 0.834 -3.783 3.754 0.00
H 0.535 -1.804 4.405 0.00
C 0.532 -3.560 2.448 0.00
O 0.269 -2.439 1.952 0.00
H 0.418 -5.849 3.775 0.00
H 0.506 -4.515 1.872 0.00
H 1.036 -2.985 5.659 0.00
H 0.867 -5.118 5.374 0.00
H -4.127 -0.570 4.673 0.00
H -3.657 1.561 1.586 0.00
C -3.312 0.163 4.581 0.00
C -3.222 1.686 2.585 0.00
N -2.950 0.377 3.183 0.00
H -2.447 -0.217 5.153 0.00
C -2.321 -0.561 2.486 0.00
O -1.850 -0.357 1.323 0.00
H -2.299 2.282 2.506 0.00
H -2.205 -1.539 2.990 0.00
H -3.635 1.116 4.998 0.00
H -3.929 2.189 3.242 0.00
O -0.430 1.222 -1.511 -0.04
C -0.761 1.872 -2.756 0.00
C 0.161 4.318 -3.122 0.00
C 0.185 2.932 -3.413 0.00
H -0.633 4.706 -2.495 0.00
C 1.101 5.200 -3.688 0.00
H -0.704 1.010 -3.449 0.00
C 0.984 2.536 -4.509 0.00
H 1.097 6.246 -3.343 0.00
C 1.952 4.766 -4.703 0.00
C 1.880 3.425 -5.113 0.00
H 0.928 1.504 -4.860 0.00
H 2.659 5.470 -5.146 0.00
H 2.486 3.101 -5.975 0.00
Si 0.729 3.128 -0.319 0.00
Cl -1.137 4.100 -0.144 0.00
C 1.714 4.749 -0.352 0.00
C 2.282 2.400 -1.377 0.00
C 0.589 1.926 1.162 0.00
H 2.478 4.757 -1.140 0.00
H 2.203 4.738 0.637 0.00
H 1.096 5.651 -0.456 0.00
H -0.412 1.436 1.193 0.00
H 0.670 2.577 2.056 0.00
H 1.434 1.210 1.129 0.00
H 2.341 2.924 -2.330 0.00
H 2.222 1.326 -1.553 0.00
H 3.171 2.653 -0.787 0.00
S -1.504 -3.634 -0.726 -0.01
C -1.569 -4.987 0.270 0.00
C -0.843 -6.174 -0.054 0.00
C -0.956 -7.322 0.720 0.00
C -1.804 -7.335 1.843 0.00
C -2.529 -6.182 2.180 0.00
C -2.417 -5.027 1.411 0.00
H -0.211 -6.151 -0.942 0.00
H -0.395 -8.218 0.449 0.00
H -1.903 -8.242 2.442 0.00
H -3.191 -6.189 3.052 0.00
H -2.991 -4.131 1.648 0.00



Record 3
12
Properties=species:S:1:pos:R:3:lowdin_charge:R:1 method="wB97M-V/def2-TZVPD" lumo_ev=0.60 total_energy_ev=-9458.5232 orbital_gap_ev=9.779 homo_ev=-9.18
C -0.731 0.002 0.604 -0.34
C 0.164 0.739 -0.456 -0.33
C 0.185 -0.657 -0.416 -0.21
H -2.170 1.061 -0.528 0.22
H -2.182 -0.836 -0.619 0.08
H -0.299 -0.205 1.645 0.18
H -0.555 1.196 -1.157 0.13
H 1.916 1.201 0.485 0.14
H -0.404 -1.239 -1.307 0.19
N -2.035 -0.139 0.186 -0.02
O 1.073 1.569 0.113 0.02
F 1.294 -1.474 0.098 -0.05



Record 4
20
Properties=species:S:1:pos:R:3:lowdin_charge:R:1 method="wB97M-V/def2-TZVPD" lumo_ev=-5.49 total_energy_ev=-12322.9878 orbital_gap_ev=7.853 total_charge=+1 homo_ev=-13.35
C -1.130 -0.294 -0.605 -0.24
C -0.041 -0.819 0.409 -0.29
C -0.601 0.491 -1.794 -0.01
C 2.330 -0.433 0.887 -0.07
N -2.681 1.422 -0.103 0.30
N -1.606 0.050 1.781 0.14
N -2.009 0.474 0.206 -0.04
N 1.011 0.082 0.578 -0.05
O -0.861 -1.067 1.574 -0.06
H -1.691 -1.175 -0.945 0.18
H 0.341 -1.799 0.114 0.18
H -0.008 1.339 -1.463 0.09
H -1.429 0.852 -2.398 0.09
H 0.023 -0.155 -2.403 0.10
H 3.034 0.396 0.879 0.09
H 2.372 -0.924 1.865 0.09
H 2.618 -1.151 0.121 0.09
H -3.211 1.919 0.610 0.14
H -2.435 -0.198 2.323 0.15
H 0.774 0.908 1.112 0.13



Record 5
15
Properties=species:S:1:pos:R:3:lowdin_charge:R:1 method="wB97M-V/def2-TZVPD" lumo_ev=0.95 total_energy_ev=-8291.2836 orbital_gap_ev=10.698 homo_ev=-9.75
C -0.635 1.311 -0.180 -0.04
C -0.209 -0.136 -0.073 -0.53
C -1.194 -1.030 0.647 -0.03
N 0.468 -0.774 -1.194 0.10
C 1.239 -0.524 -0.004 -0.31
C 2.616 0.383 -0.279 -0.08
N 2.074 1.012 0.581 0.14
H -0.745 1.753 0.815 0.09
H -1.605 1.363 -0.688 0.09
H 0.086 1.915 -0.736 0.07
H -2.168 -0.997 0.145 0.08
H -0.851 -2.068 0.648 0.08
H -1.331 -0.700 1.682 0.09
H 0.704 -0.123 -1.939 0.11
H 1.551 -1.385 0.576 0.13